1.
Below is C27H42Cl3N4O3SiTb as an isolated structure at a distorted geometry, with properties calculated with ωB97M-V/def2-TZVPD.

Geometry as XYZ:
```
81
Properties=species:S:1:pos:R:3:forces:R:3
C 2.34562 -1.76763 -4.88107 0.0 -0.3 -0.3
C 1.49871 -0.74995 -4.18277 -0.6 0.5 0.1
H 2.75853 -1.35945 -5.81065 0.0 0.0 0.1
H 1.78095 -2.66684 -5.16877 0.2 0.2 0.2
H 3.18618 -2.05554 -4.24376 -0.1 -0.1 -0.2
C 0.55781 -0.05495 -4.84124 0.7 0.3 0.3
C 0.21555 -0.33160 -6.26076 -0.4 -0.1 -0.6
H 0.06821 0.82960 -4.41140 0.2 -0.7 0.0
H -0.24156 -1.32501 -6.37227 0.2 0.1 0.0
H 1.08586 -0.28991 -6.93103 -0.2 0.0 0.1
H -0.52655 0.38978 -6.61359 0.2 -0.1 -0.1
Tb -1.33667 -0.14076 2.16937 -0.5 -1.6 1.5
Cl 1.14814 -0.80628 2.62953 0.0 0.1 0.1
Cl -2.25178 -2.51446 1.57166 -0.1 0.0 0.2
C 0.09969 2.63839 2.59176 -0.9 -0.1 -0.1
O -0.94546 2.12470 3.10178 1.1 0.8 -0.7
N 0.11846 3.79508 1.91296 -0.4 -0.5 0.4
C -1.11841 4.49341 1.57607 0.0 0.2 0.3
C 1.37905 4.48470 1.68971 0.3 -0.1 0.3
H 1.06495 2.09753 2.62884 -0.3 0.4 0.3
H -1.89077 3.79498 1.23451 0.3 0.0 0.2
H -0.90975 5.20874 0.77058 0.0 -0.2 0.2
H -1.48007 5.04984 2.45271 -0.1 -0.1 -0.3
H 2.17004 3.74141 1.50992 -0.2 0.3 0.0
H 1.63272 5.06898 2.59206 0.1 -0.1 -0.4
H 1.29900 5.16233 0.82736 0.0 -0.4 0.3
H -2.08570 -1.34639 -2.14958 -0.2 0.2 0.2
H -2.44205 1.30733 -3.39605 -0.3 -0.1 0.1
C -3.08608 -1.05837 -1.78633 0.1 -0.1 0.0
C -3.38469 1.16108 -2.84610 0.3 0.3 0.2
N -3.18009 0.39055 -1.62160 -0.2 0.3 0.4
H -3.28153 -1.56117 -0.83532 0.1 0.1 -0.2
C -3.15001 1.00063 -0.42970 0.1 -0.7 0.5
O -3.10748 0.41955 0.68448 -0.7 0.7 -1.3
H -3.78507 2.14458 -2.57247 0.0 -0.2 -0.2
H -3.14046 2.10770 -0.50245 -0.2 -0.4 0.1
H -3.81490 -1.36074 -2.54875 0.1 0.0 0.3
H -4.08903 0.62788 -3.49414 0.1 0.2 0.2
O 1.00066 -1.65269 -2.00742 -0.2 2.0 -1.0
C 1.73572 -0.61875 -2.68464 0.2 0.2 0.6
C 0.07536 1.24701 -2.20040 0.4 0.6 -0.6
C 1.40406 0.79401 -2.18167 -0.7 0.0 -0.1
H -0.71390 0.51134 -2.37688 0.3 0.3 0.1
C -0.23183 2.61260 -2.01606 0.2 -0.6 -0.5
H 2.80318 -0.79200 -2.48782 0.0 0.1 0.0
C 2.39434 1.70199 -1.79051 -0.1 -0.2 -0.4
H -1.28028 2.94134 -2.05163 0.5 -0.1 0.0
C 0.78656 3.52124 -1.74377 -0.1 -0.4 0.0
C 2.09392 3.04875 -1.59280 0.0 0.2 0.0
H 3.41628 1.33995 -1.67763 -0.1 0.2 -0.1
H 0.54486 4.57362 -1.60126 0.1 -0.2 -0.1
H 2.88910 3.75635 -1.35072 -0.2 -0.3 0.0
Si 1.19106 -3.20055 -1.57170 -0.8 -1.1 1.2
Cl -0.40404 1.12357 0.38116 1.2 0.7 -0.9
C -0.57152 -3.77567 -1.21553 0.0 0.0 -0.2
C 2.07448 -3.21146 0.07415 0.2 0.0 0.0
C 1.96181 -4.34484 -2.82449 0.4 -0.1 -0.5
H -1.09715 -2.99230 -0.65226 0.2 -0.2 -0.2
H -0.60480 -4.67030 -0.57424 0.1 0.2 -0.2
H -1.14229 -3.98187 -2.13212 0.1 0.0 0.1
H 1.45003 -4.37760 -3.79924 0.0 0.1 0.4
H 1.92080 -5.35923 -2.41431 0.0 0.0 0.1
H 3.01926 -4.13779 -3.03548 -0.2 0.0 0.1
H 2.73132 -2.33425 0.14495 0.0 -0.2 0.1
H 2.66919 -4.11645 0.26127 -0.2 0.2 0.0
H 1.32291 -3.08548 0.87186 0.3 -0.1 -0.3
N -0.72669 -2.78769 5.95394 -0.1 0.0 0.6
C -1.27987 -2.52332 4.74689 0.3 1.8 0.4
N -1.31256 -1.20313 4.53034 -0.7 -0.9 -0.4
C -0.78547 -0.58118 5.65380 0.4 -1.0 0.1
C -0.40748 0.74421 5.85178 0.1 0.3 0.4
C 0.24609 1.07263 7.04244 -0.5 -0.3 -0.2
C 0.51919 0.08828 8.00898 0.1 -0.8 0.1
C 0.24436 -1.26993 7.75902 -0.1 0.4 0.3
C -0.43701 -1.57525 6.58636 0.6 0.2 -0.5
H -0.48381 -3.70796 6.29985 -0.2 0.3 -0.1
H -1.63435 -3.29980 4.07642 0.1 0.4 0.0
H -0.60475 1.47316 5.06933 0.1 -0.1 0.3
H 0.54951 2.10039 7.23855 -0.1 -0.2 -0.1
H 0.98020 0.38123 8.96345 -0.1 -0.2 -0.6
H 0.53215 -2.08186 8.42449 0.0 0.4 0.1
```
Forces are in eV/Å.

Computed properties:
HOMO level (spin up / spin down) = -0.3018 / -0.3015 Ha
largest force on an atom = 2.30 eV/A
total charge = 0
DFT total energy = -108670.9325 eV
Kohn-Sham gap (spin up / spin down) = 0.3165 / 0.3166 hartree
energy above the lowest of the compared OMol25 structures with the same formula, charge and spin = 58.08 kJ/mol
spin multiplicity = 7

Table of Mulliken atomic charges, one value per atom, all in e: number 1, C, carries -1.93; number 2, C, carries 0.81; number 3, H, carries 0.49; number 4, H, carries 0.22; number 5, H, carries 0.37; number 6, C, carries 0.29; number 7, C, carries -1.53; number 8, H, carries 0.47; number 9, H, carries 0.28; number 10, H, carries 0.33; number 11, H, carries 0.39; number 12, Tb, carries 0.42; number 13, Cl, carries -0.56; number 14, Cl, carries -0.60; number 15, C, carries -0.24; number 16, O, carries -0.79; number 17, N, carries 0.44; number 18, C, carries -0.81; number 19, C, carries -0.96; number 20, H, carries 0.60; number 21, H, carries 0.10; number 22, H, carries 0.38; number 23, H, carries 0.34; number 24, H, carries 0.31; number 25, H, carries 0.32; number 26, H, carries 0.32; number 27, H, carries 0.18; number 28, H, carries 0.21; number 29, C, carries -0.84; number 30, C, carries -0.82; number 31, N, carries 0.28; number 32, H, carries 0.25; number 33, C, carries 0.30; number 34, O, carries -0.62; number 35, H, carries 0.37; number 36, H, carries 0.19; number 37, H, carries 0.35; number 38, H, carries 0.34; number 39, O, carries 0.06; number 40, C, carries -0.39; number 41, C, carries -0.34; number 42, C, carries 1.12; number 43, H, carries -0.09; number 44, C, carries -0.50; number 45, H, carries 0.47; number 46, C, carries -0.67; number 47, H, carries 0.16; number 48, C, carries -0.50; number 49, C, carries -0.91; number 50, H, carries 0.39; number 51, H, carries 0.54; number 52, H, carries 0.46; number 53, Si, carries 0.25; number 54, Cl, carries 0.43; number 55, C, carries -0.41; number 56, C, carries -0.85; number 57, C, carries -1.24; number 58, H, carries -0.37; number 59, H, carries 0.35; number 60, H, carries 0.30; number 61, H, carries 0.31; number 62, H, carries 0.39; number 63, H, carries 0.34; number 64, H, carries 0.28; number 65, H, carries 0.41; number 66, H, carries 0.08; number 67, N, carries -0.05; number 68, C, carries -0.48; number 69, N, carries -0.07; number 70, C, carries 0.22; number 71, C, carries -0.09; number 72, C, carries -0.81; number 73, C, carries -0.37; number 74, C, carries -0.93; number 75, C, carries 0.68; number 76, H, carries 0.22; number 77, H, carries 0.44; number 78, H, carries 0.43; number 79, H, carries 0.39; number 80, H, carries 0.35; number 81, H, carries 0.34



2.
Below is one molecule with the formula C15H26N2O3S2 at a distorted geometry, with properties calculated with ωB97M-V/def2-TZVPD.

Geometry as XYZ:
```
48
Properties=species:S:1:pos:R:3:forces:R:3
O 1.29652 2.69660 3.09369 -0.6 2.2 -0.7
O 2.55269 4.62716 3.82558 -2.5 0.7 -1.5
N -1.61043 2.98159 2.56592 -0.5 0.3 0.6
O -0.03080 4.58711 4.07424 2.6 -0.3 -1.7
S 0.94043 5.07359 1.34255 0.1 -0.1 -0.2
C -1.16531 3.16963 1.38420 -0.5 -2.7 0.0
N -1.09311 2.07752 0.52126 1.2 2.2 -1.0
C -0.80546 4.56879 1.00237 0.0 0.1 0.0
C -0.46974 -1.16254 -3.71443 -0.2 0.1 -0.4
C -0.33434 -4.15966 0.33346 0.4 -0.5 0.3
C -1.08872 0.70523 0.95929 0.0 -0.1 1.1
C 1.48072 -1.12186 -2.18738 -0.5 -0.1 0.8
C 1.53554 -2.58802 -0.18666 1.7 0.5 1.0
C -0.49041 -2.68555 -1.66483 1.6 0.7 -0.6
C 1.24471 -0.03153 0.12582 -0.5 -0.4 -1.1
C -0.71953 -0.17272 -1.42604 -0.2 0.3 0.1
C -0.61504 -1.69829 0.56762 -0.6 0.8 0.3
C 1.91851 -1.15831 -0.69978 -0.2 -0.9 -0.6
C -0.04987 -1.27066 -2.25596 -0.4 -1.1 -0.4
C 0.04744 -2.78036 -0.22731 -0.9 -1.2 -0.5
C -0.30789 -0.25876 0.04896 0.4 -0.3 0.5
S 1.31382 4.16626 3.19369 0.9 -2.6 3.3
H -1.90584 2.01234 2.72159 0.3 0.5 0.1
H -0.67986 3.98005 3.60974 -0.9 -0.2 0.3
H -0.58264 2.22609 -0.33987 -0.1 0.2 0.1
H -1.47184 5.21786 1.57059 0.2 0.0 0.0
H -1.00809 4.74563 -0.05969 0.4 0.0 0.1
H -0.20142 -0.16098 -4.09478 -0.3 -0.3 0.0
H -1.54344 -1.34212 -3.83761 0.0 0.3 0.1
H 0.00823 -1.89960 -4.37806 0.2 0.1 0.4
H 0.04652 -4.29952 1.37278 -0.3 0.1 -0.6
H -1.41797 -4.36339 0.33174 0.3 0.3 0.0
H 0.12466 -4.94658 -0.29465 -0.1 0.3 0.3
H -2.14842 0.43934 1.07959 0.2 -0.6 -0.2
H -0.63568 0.63911 1.98057 -0.2 0.1 -0.6
H 1.79835 -0.18254 -2.64458 -0.1 0.1 -0.1
H 1.91486 -1.93860 -2.78645 0.1 0.2 0.4
H 2.07595 -3.37265 -0.77206 -0.4 0.6 0.3
H 1.88922 -2.69662 0.89140 -0.4 0.1 -1.1
H -1.56908 -2.84002 -1.67741 -0.2 0.3 0.0
H -0.05941 -3.51477 -2.27707 -0.1 0.6 0.3
H 1.59152 -0.06634 1.14746 0.1 0.0 0.4
H 1.56092 0.94233 -0.31028 -0.4 -0.4 0.3
H -0.42104 0.81657 -1.82116 -0.1 -0.3 -0.1
H -1.81719 -0.22760 -1.53475 0.3 -0.1 0.1
H -0.40484 -1.84166 1.62849 0.4 0.4 0.2
H -1.68931 -1.86394 0.50066 -0.3 0.1 -0.1
H 2.99611 -1.02763 -0.68245 0.2 0.0 0.3
```
Forces are in eV/Å.

Computed properties:
HOMO level = -0.3553 Ha
largest force on an atom = 4.29 eV/A
total charge = 0
SMILES = [H]/N=C(/CSS(=O)(=O)O)NC[C@@]12C[C@@H]3C[C@@](C)(C[C@@](C)(C3)C1)C2
DFT total energy = -46770.7276 eV
Kohn-Sham gap = 0.3613 hartree
energy above the lowest of the compared OMol25 structures with the same formula, charge and spin = 0.00 kJ/mol

Table of Mulliken atomic charges, one value per atom, all in e: number 1, O, carries -0.50; number 2, O, carries -0.56; number 3, N, carries -0.77; number 4, O, carries -0.47; number 5, S, carries -0.09; number 6, C, carries 0.83; number 7, N, carries -0.04; number 8, C, carries -0.89; number 9, C, carries -2.22; number 10, C, carries -2.25; number 11, C, carries -2.82; number 12, C, carries -1.65; number 13, C, carries -1.52; number 14, C, carries -2.00; number 15, C, carries -1.07; number 16, C, carries -1.80; number 17, C, carries -2.75; number 18, C, carries 0.54; number 19, C, carries 2.48; number 20, C, carries 2.81; number 21, C, carries 2.61; number 22, S, carries 0.99; number 23, H, carries 0.25; number 24, H, carries 0.50; number 25, H, carries 0.21; number 26, H, carries 0.42; number 27, H, carries 0.47; number 28, H, carries 0.42; number 29, H, carries 0.43; number 30, H, carries 0.40; number 31, H, carries 0.40; number 32, H, carries 0.39; number 33, H, carries 0.43; number 34, H, carries 0.52; number 35, H, carries 0.74; number 36, H, carries 0.43; number 37, H, carries 0.48; number 38, H, carries 0.43; number 39, H, carries 0.39; number 40, H, carries 0.40; number 41, H, carries 0.42; number 42, H, carries 0.53; number 43, H, carries 0.35; number 44, H, carries 0.49; number 45, H, carries 0.33; number 46, H, carries 0.44; number 47, H, carries 0.55; number 48, H, carries 0.29



3.
Below is C2H2CrLiO2 as an isolated structure at a distorted geometry, with properties calculated with ωB97M-V/def2-TZVPD.

Geometry as XYZ:
```
8
Properties=species:S:1:pos:R:3:forces:R:3
H 2.02281 -0.96903 -1.16162 -3.0 3.1 3.2
O -1.20762 0.92004 0.03851 0.5 1.4 -0.2
C -0.85110 -0.21663 0.49488 2.8 -1.0 -0.3
C 0.38429 -0.81627 0.38244 -3.1 -1.1 1.8
O 1.30231 -0.19163 -0.37287 4.3 -1.6 -4.2
Li -3.06815 1.21589 -0.28121 -0.2 0.0 0.0
Cr 0.76641 1.80247 0.01081 -1.1 -1.0 -0.1
H 0.65106 -1.74483 0.88906 -0.1 0.3 -0.2
```
Forces are in eV/Å.

Computed properties:
HOMO level (spin up / spin down) = -0.6335 / -0.6357 Ha
largest force on an atom = 6.24 eV/A
total charge = +2
DFT total energy = -34805.5312 eV
Kohn-Sham gap (spin up / spin down) = 0.2261 / 0.2774 hartree
spin multiplicity = 6

Table of Mulliken atomic charges, one value per atom, all in e: number 1, H, carries 0.50; number 2, O, carries -0.77; number 3, C, carries 0.40; number 4, C, carries 0.06; number 5, O, carries -0.74; number 6, Li, carries 0.93; number 7, Cr, carries 1.21; number 8, H, carries 0.41